[1]
Formula: C19H44BN
Source: the Open Molecules 2025 dataset
Level of theory: ωB97M-V/def2-TZVPD

Calculated values
- Lowest unoccupied orbital energy: -0.662 eV
- Molar mass: 297.4 g/mol
- HOMO level: -6.630 eV
- Energy: -22579.993 eV

The geometry in ORCA input format:
```
! RIJCOSX wB97M-V def2-TZVPD def2/J DEFGRID3
* xyz 0 1
C -0.58772 -0.92410 5.02422
C -0.71585 -1.10143 3.51018
C -0.93973 0.18037 2.70324
C -0.02237 1.38088 2.98529
C -0.47784 2.19722 4.20223
B 1.59608 1.04295 3.00559
C 2.07376 0.00147 1.81234
C 3.56971 0.20964 1.42860
C 4.37252 -1.10684 1.38501
C 5.36688 -1.15897 0.19313
C 5.10718 -1.36306 2.69238
H -1.25180 -0.16629 5.42600
H 0.42720 -0.60833 5.24888
H -0.72304 -1.89091 5.50774
H 0.12673 -1.67890 3.14154
H -1.59407 -1.73801 3.34668
H -1.99824 0.45949 2.79570
H -0.74531 -0.06885 1.65396
H -0.16321 2.06093 2.12960
H -1.55384 2.08392 4.37858
H 0.03438 1.86866 5.10412
H -0.29618 3.25706 4.04500
H 1.90541 0.65733 4.12661
H 2.18181 2.11311 2.81387
H 1.47259 0.07792 0.89665
H 2.02545 -1.01120 2.21178
H 3.66607 0.72189 0.47336
H 4.00172 0.82291 2.21775
H 3.69725 -1.94993 1.23756
H 6.34097 -0.80587 0.52620
H 4.97929 -0.55769 -0.62387
H 5.45071 -2.18881 -0.14667
H 5.83909 -2.16075 2.55824
H 4.42669 -1.68199 3.47910
H 5.61074 -0.45961 3.03135
C -4.34645 -1.83550 -4.24918
C -3.18642 -1.33720 -5.11394
C -1.88260 -0.97837 -4.41328
N -1.87347 0.21345 -3.47829
C -0.40824 0.55195 -3.26060
C -0.17794 1.60766 -2.19818
C -0.83469 1.21808 -0.88393
C -2.30796 0.91444 -1.08971
C -2.50813 -0.14819 -2.15331
C -2.56762 1.36438 -4.11343
H -4.89086 -1.01751 -3.77730
H -5.06723 -2.36542 -4.87002
H -4.00591 -2.52382 -3.47486
H -3.52172 -0.51396 -5.74651
H -2.92071 -2.13950 -5.80560
H -1.14315 -0.74425 -5.17992
H -1.50604 -1.82128 -3.83474
H 0.07559 -0.38271 -2.97427
H -0.01661 0.86950 -4.22666
H 0.89772 1.72024 -2.05690
H -0.54065 2.58358 -2.53280
H -0.71471 2.01575 -0.15210
H -0.33679 0.33778 -0.46732
H -2.85497 1.82601 -1.34890
H -2.74479 0.55321 -0.15755
H -3.56701 -0.30468 -2.33012
H -2.05561 -1.08958 -1.84112
H -3.62768 1.13986 -4.18754
H -2.13788 1.52221 -5.09992
H -2.43052 2.24967 -3.50394
*
```

Let us look at the natural (NBO) charges, expressed in e, one per atom: -0.620 -0.390 -0.383 -0.419 -0.601 -0.129 -0.623 -0.389 -0.211 -0.601 -0.601 0.199 0.231 0.190 0.201 0.169 0.162 0.171 0.160 0.165 0.203 0.196 -0.072 -0.072 0.149 0.181 0.171 0.208 0.178 0.197 0.192 0.193 0.188 0.214 0.201 -0.616 -0.429 -0.202 -0.207 -0.206 -0.433 -0.411 -0.433 -0.214 -0.419 0.201 0.234 0.215 0.212 0.239 0.222 0.225 0.227 0.219 0.260 0.202 0.263 0.233 0.202 0.264 0.225 0.225 0.228 0.226 0.240

---

[2]
Formula: C19H44N3O2P2Y
Source: the Open Molecules 2025 dataset
Level of theory: ωB97M-V/def2-TZVPD

Calculated values
- Energy above the lowest of the compared OMol25 structures with the same formula, charge and spin: 0.0000 eV
- Lowest unoccupied orbital energy: -5.894 eV
- Molar mass: 497.4 g/mol
- HOMO level: -14.579 eV
- Energy: -48590.850 eV

The geometry in ORCA input format:
```
! RIJCOSX wB97M-V def2-TZVPD def2/J DEFGRID3
* xyz 2 1
Y -1.01162 0.01419 -0.51565
P 0.30877 -2.50678 -0.82386
P 0.30257 2.58608 -0.56525
N 0.16175 0.12432 -2.61126
C 0.38662 -2.41417 -2.64816
H 1.16813 -3.12588 -2.94301
H -0.57518 -2.77486 -3.04748
C 0.78726 -1.07232 -3.27540
H 1.86442 -0.91112 -3.31894
H 0.38721 -1.03010 -4.30396
C 0.76719 1.39004 -3.14950
H 0.36676 1.45597 -4.17640
H 1.84429 1.24814 -3.21667
C 0.37022 2.66488 -2.39035
H -0.59554 3.06120 -2.74602
H 1.14942 3.40605 -2.61708
C 1.77348 3.47171 0.05303
C 2.09415 3.16246 1.53889
H 3.02279 3.70283 1.80266
H 2.27420 2.08701 1.70486
H 1.29252 3.50630 2.21828
C -1.23867 3.50299 -0.06636
C -1.34427 3.69595 1.45914
H -2.34522 4.10506 1.68303
H -0.59543 4.41288 1.83935
H -1.24875 2.75172 2.02424
C -1.23547 -3.46902 -0.42440
C -1.34247 -3.81484 1.07399
H -2.34382 -4.24437 1.25386
H -1.24811 -2.93256 1.73196
H -0.59422 -4.56693 1.38075
C 1.77508 -3.45044 -0.29655
C 2.09265 -3.29371 1.21374
H 3.02213 -3.85597 1.42416
H 1.29104 -3.70616 1.85367
H 2.27004 -2.24029 1.48797
C 1.53665 -0.00396 0.11419
O 2.69820 -0.01382 0.26171
C -1.45410 4.80672 -0.82081
H -0.73472 5.57472 -0.52306
H -1.40447 4.67812 -1.90413
H -2.45792 5.17397 -0.57761
C -1.45124 -4.69216 -1.30414
H -2.45423 -5.08322 -1.09672
H -1.40494 -4.45676 -2.36949
H -0.73085 -5.48566 -1.08584
C 1.75089 -4.92647 -0.69367
H 2.75011 -5.34485 -0.51553
H 1.04438 -5.50218 -0.08142
H 1.51746 -5.06766 -1.75362
C 1.74568 4.98045 -0.19289
H 1.03965 5.48932 0.47702
H 2.74522 5.37901 0.02447
H 1.50880 5.22741 -1.23300
H 2.58736 3.01821 -0.54627
H 2.59152 -2.93932 -0.84342
H -2.04411 2.79591 -0.36259
H -2.03949 -2.73468 -0.65017
H -0.68339 0.14668 -3.18041
H -2.77560 -0.02506 -1.22528
C -3.40096 -0.18846 3.56767
N -1.95478 -0.19999 3.86567
C -1.02351 -0.15069 2.92375
N 0.28061 -0.16312 3.27812
O -1.38379 -0.09086 1.68123
H -3.59528 -0.13114 2.48312
H -3.86853 0.67906 4.05659
H -3.86382 -1.10571 3.96116
H -1.64912 -0.24790 4.84042
H 0.99525 -0.12480 2.55840
H 0.52913 -0.21135 4.25929
*
```

Let us look at the Löwdin charges, expressed in e, one per atom: 1.030 0.961 0.963 -0.213 -0.297 0.098 0.091 -0.220 0.124 0.138 -0.222 0.138 0.122 -0.298 0.090 0.099 -0.540 -0.096 0.100 0.045 0.071 -0.551 -0.095 0.099 0.077 0.063 -0.550 -0.095 0.099 0.062 0.077 -0.541 -0.095 0.100 0.071 0.045 -0.145 0.090 -0.096 0.070 0.070 0.099 -0.096 0.099 0.070 0.070 -0.096 0.098 0.078 0.080 -0.097 0.078 0.098 0.080 0.117 0.117 0.085 0.079 0.096 -0.158 -0.017 0.058 -0.543 0.217 -0.224 0.091 0.099 0.100 0.168 0.080 0.134

---

[3]
Formula: C19H44N3Si4TeTi
Source: the Open Molecules 2025 dataset
Level of theory: ωB97M-V/def2-TZVPD

Calculated values
- Energy above the lowest of the compared OMol25 structures with the same formula, charge and spin: 0.2984 eV
- Lowest unoccupied orbital energy: -2.941 eV
- Molar mass: 602.4 g/mol
- HOMO level: -10.007 eV
- Energy: -86805.800 eV

The geometry in ORCA input format:
```
! RIJCOSX wB97M-V def2-TZVPD def2/J DEFGRID3
* xyz 1 1
Ti 0.14720 -1.44772 0.42460
N 2.51138 -1.24478 0.68356
C 3.29581 -0.19594 -0.01754
C 3.04149 1.18450 0.57699
C 1.78271 1.89480 0.06952
C 0.50661 1.06782 0.13785
N 0.26830 0.46320 1.46449
H 2.84112 -1.29155 1.64608
H 2.75554 -2.14346 0.26968
H 3.01832 -0.23058 -1.07266
H 4.36129 -0.42477 0.04460
H 3.89406 1.82198 0.34026
H 3.04265 1.10854 1.67094
H 1.92829 2.18123 -0.97388
H 1.63968 2.82227 0.62763
H 0.57905 0.26629 -0.64845
H -0.36884 1.64038 -0.16150
H -0.61198 0.75523 1.86962
H 1.01818 0.69452 2.10586
N -1.50783 -1.22168 0.30198
C -2.80274 -0.79739 0.01424
C -3.78504 -0.74878 1.00111
C -5.06916 -0.34388 0.67299
C -5.37877 0.01760 -0.63164
C -4.39851 -0.02836 -1.61541
C -3.11292 -0.43706 -1.29779
H -3.53482 -1.03452 2.01560
H -5.83146 -0.31158 1.44017
H -6.38290 0.33121 -0.88303
H -4.63706 0.24838 -2.63377
H -2.34316 -0.50226 -2.05744
C -2.33798 -4.06389 1.76128
Si -0.52383 -4.17985 1.39051
C 0.11672 -5.79169 2.08320
C 0.46229 -2.93034 2.46932
Si 0.04401 -4.28056 -0.93777
Te 0.73826 -2.17390 -2.10964
Si -1.85778 -5.15247 -1.99864
C -3.27143 -3.94469 -1.87565
C -2.25579 -6.80077 -1.20790
C -1.41064 -5.38737 -3.78811
Si 1.98630 -5.58500 -1.16232
C 1.71694 -7.38416 -0.73760
C 3.33330 -4.82601 -0.09875
C 2.53152 -5.48896 -2.94053
H -2.50733 -4.02573 2.84048
H -2.83163 -4.95742 1.38106
H -2.80381 -3.19679 1.30266
H -0.17507 -5.85681 3.13506
H 1.20117 -5.87261 2.01975
H -0.31775 -6.64663 1.56268
H 0.09218 -3.15447 3.47370
H 0.40643 -1.83049 2.47417
H 1.51588 -3.21532 2.43472
H -3.58986 -3.77053 -0.85010
H -4.13199 -4.32168 -2.43446
H -2.98400 -2.98269 -2.30486
H -2.49175 -6.69658 -0.14912
H -1.42887 -7.50670 -1.29588
H -3.12764 -7.24503 -1.69506
H -1.08816 -4.44398 -4.23266
H -2.27675 -5.74682 -4.34957
H -0.60734 -6.11932 -3.90966
H 1.41872 -7.56024 0.29609
H 2.64706 -7.92911 -0.91913
H 0.95359 -7.81509 -1.38818
H 3.05768 -4.74385 0.95385
H 3.57778 -3.83518 -0.48966
H 4.24378 -5.42765 -0.15346
H 1.77291 -5.88935 -3.61860
H 3.44262 -6.07964 -3.07063
H 2.74294 -4.46329 -3.24182
*
```

Let us look at the Löwdin charges, expressed in e, one per atom: 0.357 -0.055 -0.234 -0.184 -0.164 -0.255 -0.022 0.101 0.027 0.087 0.124 0.123 0.110 0.128 0.125 0.021 0.137 0.115 0.100 -0.103 -0.359 -0.050 -0.074 -0.077 -0.069 -0.052 0.109 0.108 0.107 0.110 0.095 -0.189 0.354 -0.201 -0.223 0.095 0.605 0.326 -0.192 -0.199 -0.211 0.310 -0.201 -0.210 -0.221 0.051 0.031 -0.006 0.050 0.025 0.036 0.067 0.001 0.037 0.020 0.046 0.021 0.014 0.021 0.042 0.028 0.042 0.024 0.014 0.041 0.025 0.015 0.010 0.044 0.026 0.042 0.005

---

[4]
Formula: C19H44NO2P2PrS
Source: the Open Molecules 2025 dataset
Level of theory: ωB97M-V/def2-TZVPD

Calculated values
- Energy above the lowest of the compared OMol25 structures with the same formula, charge and spin: 0.3571 eV
- Expectation value of S²: 2.008
- Lowest unoccupied orbital energy (alpha / beta): -6.442 / -6.362 eV
- Molar mass: 553.5 g/mol
- HOMO level (alpha / beta): -13.244 / -13.349 eV
- Energy: -69468.495 eV

The geometry in ORCA input format:
```
! RIJCOSX wB97M-V def2-TZVPD def2/J DEFGRID3
* xyz 2 3
Pr 0.79917 -0.47672 0.44486
P -1.14079 1.03964 2.13376
P 0.87635 -1.29675 -2.29575
N -1.49527 -1.01155 -0.19009
C -2.76495 0.32713 1.61032
H -3.17304 -0.16113 2.48057
H -3.45699 1.16431 1.40203
C -2.75648 -0.71933 0.48088
H -3.16006 -1.71213 0.86370
H -3.52512 -0.26399 -0.21049
C -1.84219 -1.29356 -1.58569
H -1.98323 -0.35065 -2.12105
H -2.83383 -1.76944 -1.66902
C -0.80810 -2.12222 -2.31402
H -1.17614 -2.29960 -3.33621
H -0.77876 -3.04365 -1.73740
C 1.88666 -2.79182 -2.62242
C 2.15432 -3.51831 -1.30015
H 1.23548 -3.81772 -0.77172
H 2.82271 -2.93551 -0.64645
H 2.69764 -4.43570 -1.54579
C 0.74784 -0.28275 -3.81976
C 1.90518 0.73032 -3.86524
H 1.53312 1.64972 -4.33668
H 2.71760 0.36310 -4.50515
H 2.30506 0.98341 -2.86682
C -1.44925 2.86179 2.02331
C -0.31260 3.64939 2.69537
H -0.45416 4.70555 2.41628
H 0.67558 3.37029 2.30471
H -0.32338 3.56622 3.79704
C -1.01810 0.55446 3.90851
C 0.44036 0.69623 4.40081
H 0.48556 0.41818 5.46705
H 0.79540 1.73436 4.28832
H 1.14132 0.02965 3.86720
C -0.22516 -2.19554 2.27546
O -0.92656 -2.91639 2.84204
C 0.59503 -1.14169 -5.07476
H 0.51925 -2.21860 -4.88600
H -0.33025 -0.86674 -5.59409
H 1.42611 -0.96156 -5.76327
C -2.82937 3.39223 2.42854
H -2.73517 4.46206 2.66051
H -3.57852 3.26186 1.63706
H -3.20243 2.88473 3.32129
C -2.00032 1.25361 4.85064
H -1.84308 0.84099 5.85602
H -1.81562 2.33580 4.92007
H -3.05138 1.06367 4.59344
C 3.17166 -2.42863 -3.37733
H 3.70829 -1.60512 -2.88072
H 3.81063 -3.32453 -3.37696
H 2.99426 -2.15052 -4.42840
H 1.24922 -3.43247 -3.25095
H -1.28104 -0.51578 3.87256
H -0.18678 0.28876 -3.68200
H -1.38517 2.99621 0.92938
H -1.43040 1.64285 -1.12216
H -2.05523 1.88793 -1.55955
C 4.74807 1.96003 1.33632
S 3.02974 2.46519 1.30324
C 3.14220 3.65200 -0.06981
O 2.29684 1.20966 0.73121
H 5.29755 2.67754 1.95318
H 5.22859 1.95040 0.35746
H 4.83749 0.94217 1.71958
H 3.31214 4.65490 0.35021
H 4.00780 3.38004 -0.68806
H 2.22222 3.67324 -0.66960
*
```

Let us look at the Löwdin charges, expressed in e, one per atom: 0.940 0.974 0.953 -0.285 -0.291 0.079 0.083 -0.321 0.138 0.124 -0.367 0.070 0.128 -0.287 0.108 0.090 -0.557 -0.110 0.079 0.077 0.098 -0.529 -0.113 0.089 0.079 0.054 -0.535 -0.109 0.093 0.024 0.082 -0.551 -0.099 0.097 0.069 0.060 0.004 0.156 -0.096 0.068 0.093 0.086 -0.091 0.095 0.082 0.060 -0.093 0.094 0.079 0.085 -0.089 0.084 0.094 0.077 0.116 0.079 0.107 0.083 0.051 0.102 -0.219 0.978 -0.195 -0.767 0.082 0.070 0.073 0.080 0.065 0.075